Computed, not measured: a cluster of 2 separate species, C4H10N2O in total at a distorted geometry, with ωB97M-V/def2-TZVPD.

- LUMO energy (alpha / beta) (eV) = -4.34 / -8.84
- HOMO-LUMO gap (alpha / beta) (eV) = 9.47 / 4.96
- expectation value of S² = 0.7793
- spin multiplicity = 2
- charge = +1
- HOMO (alpha / beta) (eV) = -13.8 / -13.8
- maximum force (hartree/bohr) = 0.0242
- E_tot (eV) = -9328.3848

Each line ends with the Löwdin charge.
Element x y z (Å)
O1 1.207 -0.850 1.260  0.02
C1 1.300 0.027 0.424  -0.26
C2 0.351 1.203 0.395  -0.22
C3 1.075 2.489 0.809  -0.08
H1 2.045 -0.070 -0.380  0.14
H2 -0.398 0.962 1.156  0.11
H3 -0.149 1.288 -0.574  0.11
H4 1.534 2.306 1.782  0.09
H5 0.369 3.305 0.937  0.08
H6 1.863 2.794 0.121  0.08
N1 -1.333 -1.703 0.156  0.30
C4 -1.491 -1.966 -1.130  -0.18
N2 -0.507 -1.834 -1.990  0.27
H7 -0.416 -1.625 0.636  0.12
H8 -2.140 -1.917 0.742  0.17
H9 -2.489 -2.292 -1.426  0.15
H10 -0.822 -2.119 -2.917  0.11